12
Properties=species:S:1:pos:R:3:forces:R:3:nbo_charge:R:1 method="wB97M-V/def2-TZVPD" fmax_ev_per_a=2.61 energy_ha=-1146.59975 e_homo_ev=-5.35 orbital_gap_ev=8.19 relative_energy_ev=1.679 lumo_energy_ev=2.85 charge=-1
H -1.2642 0.7594 -1.3224 -0.53 0.61 -0.43 0.164
H 0.9395 2.7820 -2.6226 -1.42 -0.95 1.97 0.213
C -0.0774 -0.9882 0.1548 0.21 2.11 -1.21 -0.049
I -2.0130 -1.8058 -0.1933 -0.88 -0.25 -0.57 -0.022
C -0.2704 1.1097 -1.0668 -1.33 -1.07 -1.21 0.012
O 1.9215 -1.3836 1.8750 0.67 0.63 -0.05 -0.976
O 0.1357 -3.0007 1.7247 0.09 0.10 0.26 -1.013
N -0.1537 2.5151 -0.6040 0.81 0.53 -1.05 -0.294
N 0.3375 0.0559 -0.3836 1.95 0.01 1.20 -0.482
S 0.5139 -1.5984 1.7373 -0.70 -1.42 0.15 2.384
O -0.3928 -0.7248 2.4594 0.31 0.06 0.72 -0.981
C 0.3235 2.2794 -1.7583 0.81 -0.34 0.23 0.045